The following is a DFT calculation (ωB97M-V with the def2-TZVPD basis set) of a 7-piece molecular cluster, C18H48BF4O18P4 overall in a non-equilibrium geometry.

The geometry in XYZ format:
```
93
Properties=species:S:1:pos:R:3:forces:R:3:mulliken_charge:R:1
B 25.306000 58.506000 41.226000 -1.413 0.479 -0.688 0.518
F 25.499000 57.257000 40.710000 0.902 -1.634 -0.148 -0.410
F 24.363000 58.462000 42.227000 -1.460 -0.322 1.215 -0.358
F 26.388000 59.106000 41.775000 2.120 0.648 0.281 -0.387
F 24.792000 59.261000 40.158000 -0.155 0.895 -0.597 -0.356
C 23.880000 58.364000 35.779000 2.643 -6.185 -0.807 -1.523
C 25.009000 57.391000 36.312000 1.144 0.613 -0.159 0.987
O 26.123000 57.299000 35.777000 -2.480 0.292 0.746 -0.598
C 24.684000 56.620000 37.581000 -0.222 -3.061 -0.003 -1.000
H 24.202000 58.889000 34.985000 1.483 0.883 -3.809 0.718
H 23.790000 59.163000 36.296000 -1.392 4.742 4.996 0.025
H 22.999000 57.860000 35.549000 -1.611 -0.804 -0.052 0.573
H 25.349000 55.776000 37.931000 0.399 1.402 -0.898 0.293
H 23.789000 55.981000 37.483000 -0.317 0.512 -0.777 0.499
H 24.424000 57.101000 38.489000 0.090 1.565 0.605 0.068
C 28.098000 58.324000 38.200000 -0.012 -3.256 0.446 -0.721
C 28.498000 57.005000 39.037000 -0.422 -2.526 -4.170 0.592
O 28.430000 55.853000 38.437000 0.467 5.100 3.036 -0.626
C 28.880000 57.129000 40.495000 -2.887 0.904 -0.235 -0.724
H 28.792000 59.089000 38.134000 1.595 1.660 1.050 0.642
H 27.137000 58.643000 38.498000 -0.995 0.620 1.002 -0.276
H 27.960000 58.132000 37.164000 -0.156 -1.174 -0.904 0.457
H 28.854000 58.153000 40.908000 -0.386 -0.224 -0.613 0.141
H 29.866000 56.824000 40.667000 1.183 -1.411 0.378 0.496
H 27.995000 56.587000 40.954000 1.551 0.205 0.156 0.009
C 26.310000 56.774000 46.480000 3.260 0.983 3.371 -0.547
O 26.346000 55.394000 46.285000 -1.418 -3.846 -2.550 -0.271
P 25.031000 54.453000 45.874000 -2.801 1.172 4.712 1.019
O 23.906000 54.997000 46.718000 1.201 -0.923 -0.602 -0.724
O 24.608000 54.552000 44.389000 1.238 -1.364 -0.854 -0.306
C 24.792000 55.771000 43.714000 1.476 1.414 -0.042 -0.923
O 25.251000 52.840000 46.161000 1.002 2.345 -0.259 -0.413
C 24.264000 52.079000 46.978000 1.024 3.716 -3.362 -0.750
H 26.134000 56.853000 47.651000 1.123 0.296 -2.053 0.219
H 25.569000 57.475000 46.179000 -1.000 -0.318 -1.561 0.300
H 27.415000 57.065000 46.088000 -2.741 0.047 1.314 0.228
H 24.505000 55.704000 42.721000 0.619 -1.414 -2.552 0.488
H 25.897000 56.120000 43.782000 -2.302 -0.055 0.020 0.288
H 23.940000 56.419000 43.843000 0.314 1.176 1.902 0.397
H 23.419000 52.191000 46.405000 -2.423 -0.204 -0.888 0.344
H 24.114000 52.443000 47.902000 -0.131 1.423 3.235 0.334
H 24.632000 51.167000 46.922000 1.558 -4.333 0.089 0.281
C 24.565000 66.110000 40.991000 -1.621 2.290 -0.190 -0.686
O 23.559000 65.190000 40.888000 -2.662 -2.352 1.615 -0.289
P 23.866000 63.681000 40.758000 0.114 -3.626 -4.974 0.027
O 23.792000 63.397000 39.276000 0.090 0.003 1.934 -0.283
O 25.320000 63.478000 41.330000 0.332 1.984 0.416 -0.383
C 25.883000 62.187000 41.377000 -2.987 0.164 1.098 -1.015
O 22.935000 62.616000 41.552000 0.450 0.494 0.135 0.287
C 22.210000 61.626000 40.793000 -2.410 -2.531 -0.683 -0.509
H 23.881000 66.986000 41.039000 1.592 0.452 0.262 0.262
H 25.085000 66.095000 40.059000 1.107 0.266 -0.314 0.260
H 25.079000 65.895000 41.889000 1.240 0.460 0.677 0.238
H 25.965000 61.705000 40.486000 -0.350 -1.128 -2.840 0.261
H 25.250000 61.699000 42.054000 -1.237 -1.650 0.439 0.307
H 26.750000 62.027000 41.855000 3.736 1.089 1.664 0.761
H 21.305000 62.112000 40.352000 1.288 -0.080 -0.614 0.256
H 21.598000 60.832000 41.370000 1.471 1.584 0.841 0.266
H 22.751000 60.828000 40.144000 -0.076 2.446 0.622 0.096
C 25.722000 60.801000 37.131000 -0.058 -6.124 0.006 -0.180
O 25.295000 62.105000 37.045000 0.696 1.129 2.030 -0.234
P 23.856000 62.400000 36.548000 -1.129 -2.029 -5.537 1.092
O 23.888000 61.887000 35.119000 -0.846 0.565 1.549 -0.830
O 22.647000 61.594000 37.303000 3.702 2.712 0.233 0.080
C 21.353000 61.733000 36.816000 -0.689 -2.001 -4.839 -0.869
O 23.668000 63.963000 36.493000 -2.444 -2.929 0.689 -0.235
C 24.634000 64.862000 36.194000 3.019 0.700 0.223 -0.698
H 25.673000 60.115000 36.107000 0.240 2.495 2.186 0.346
H 25.034000 60.154000 37.852000 1.276 1.530 -1.160 -0.028
H 26.763000 60.601000 37.555000 -1.310 1.297 -0.629 0.139
H 20.983000 62.632000 36.117000 1.387 -1.782 1.894 0.249
H 20.844000 61.560000 37.673000 -2.591 0.349 2.409 0.320
H 21.194000 60.707000 36.224000 -0.037 2.343 0.580 0.224
H 24.182000 65.680000 35.750000 -1.100 1.606 -1.245 0.324
H 25.539000 64.605000 35.516000 -1.531 -0.346 1.400 0.266
H 24.854000 65.198000 37.190000 1.601 0.604 0.334 0.184
C 23.757000 60.369000 44.613000 -3.520 -1.542 1.746 -0.168
O 23.961000 61.502000 45.475000 -2.841 1.173 0.072 -0.347
P 22.778000 62.682000 45.707000 3.969 1.405 0.556 0.824
O 22.761000 63.146000 47.096000 -1.028 -1.170 0.889 -0.776
O 23.573000 63.824000 44.933000 -1.132 0.057 -1.988 0.034
C 24.507000 64.643000 45.586000 1.224 1.176 0.065 -0.695
O 21.344000 62.643000 45.000000 3.871 -0.573 -2.246 -0.181
C 20.243000 62.563000 45.770000 -4.736 -0.007 -3.259 -0.938
H 22.835000 60.570000 43.958000 2.074 -0.180 -0.085 0.137
H 23.196000 59.532000 45.330000 2.217 1.391 -1.796 0.237
H 24.741000 60.108000 44.178000 -1.117 -0.165 -0.025 0.080
H 24.006000 65.107000 46.477000 0.817 -0.417 -0.670 0.294
H 24.839000 65.493000 44.849000 -0.673 -1.708 1.286 0.158
H 25.421000 64.021000 45.871000 -1.129 0.970 -0.178 0.280
H 20.466000 62.339000 46.673000 1.660 -1.931 6.275 0.485
H 19.541000 61.742000 45.411000 0.696 1.300 0.067 0.254
H 19.751000 63.521000 45.932000 -0.278 0.205 -0.890 0.316
```
Forces are in eV/Å.

Output
HOMO level, eV: -7.0
HOMO-LUMO gap, hartree: 0.3391
Strongest force on any atom, eV/Å: 7.03
Total charge: -1
Energy above the lowest of the compared OMol25 structures with the same formula, charge and spin, eV: 2.206